1.
# C86H202N14O14

A cluster of 14 separate species, C86H202N14O14 in total at a distorted geometry (ωB97M-V with the def2-TZVPD basis set, the Open Molecules 2025 dataset).

Its relative energy (zero: lowest compared OMol25 entry of this formula, charge and spin) is 83.5 kcal/mol. The net charge is 0. As for the spin multiplicity: 1. The LUMO energy comes out at 0.0164 hartree. The energy is -141969.0407 eV. For the highest occupied orbital energy, the calculation gives -8.545 eV. The orbital gap is 8.991 eV.

Atoms and positions in Å:
1 C 7.54819 -4.24348 -2.20162
2 C 6.53154 -3.45392 -3.16977
3 C 5.21595 -3.21524 -2.33390
4 C 4.27718 -2.27046 -3.05493
5 C 4.89615 -0.89312 -3.31084
6 C 6.19242 -1.04925 -4.20676
7 N 7.07100 -2.12681 -3.49848
8 O 8.00817 -2.41624 -4.47061
9 C 5.87062 -1.34821 -5.65034
10 C 7.00479 0.28840 -4.16346
11 C 6.22866 -4.41103 -4.34996
12 H 6.97690 -4.99717 -1.60557
13 H 8.00417 -3.47854 -1.60306
14 H 8.38011 -4.68553 -2.74054
15 H 4.87085 -4.23789 -2.20116
16 H 5.45132 -2.93273 -1.27735
17 H 3.39660 -2.14226 -2.46148
18 H 3.89820 -2.66881 -4.02138
19 H 5.16667 -0.34115 -2.39733
20 H 4.24294 -0.25728 -3.94321
21 H 5.46610 -2.37293 -5.82465
22 H 5.09403 -0.61205 -5.94005
23 H 6.72939 -1.01775 -6.25846
24 H 7.86939 0.12981 -4.80964
25 H 6.32266 1.09909 -4.52047
26 H 7.34256 0.60077 -3.15262
27 H 5.20776 -4.18396 -4.77123
28 H 6.22176 -5.45350 -4.12989
29 H 6.91343 -4.28563 -5.15527
30 H 8.80091 -1.96122 -4.16958
31 C 0.32129 8.84653 4.04497
32 C 0.28474 7.94206 5.24581
33 C -1.19860 7.72997 5.58470
34 C -1.47044 6.72249 6.67512
35 C -0.98747 5.39198 6.18937
36 C 0.44379 5.40839 5.54143
37 N 0.68508 6.58303 4.71374
38 O 2.09417 6.60503 4.47947
39 C 1.45906 5.07845 6.73702
40 C 0.44296 4.17847 4.68239
41 C 1.15711 8.47254 6.33503
42 H 0.29388 9.92012 4.35928
43 H -0.33033 8.75701 3.20152
44 H 1.37902 8.72991 3.74965
45 H -1.50666 8.70560 5.88213
46 H -1.74488 7.56814 4.63083
47 H -2.54513 6.57310 6.71884
48 H -1.19024 6.94769 7.69847
49 H -1.72456 4.98563 5.45323
50 H -0.94959 4.66732 7.03337
51 H 1.34298 4.12461 7.15684
52 H 2.44008 5.08906 6.24886
53 H 1.48002 5.87645 7.53574
54 H 1.48169 4.00175 4.36114
55 H -0.13136 3.28758 5.13229
56 H -0.14200 4.53236 3.82420
57 H 2.18845 8.49754 6.06777
58 H 1.11744 7.93913 7.32625
59 H 0.84503 9.51795 6.50628
60 H 2.09209 6.48701 3.52289
61 C 0.67043 -8.42447 -2.84472
62 C -0.00872 -7.53523 -1.76733
63 C 0.22549 -8.10506 -0.26714
64 C 1.56649 -7.74939 0.37353
65 C 1.72808 -6.23395 0.31988
66 C 1.68492 -5.73257 -1.16520
67 N 0.35022 -6.08737 -1.77274
68 O 0.46939 -5.59851 -3.16025
69 C 1.63589 -4.20593 -1.28718
70 C 2.87543 -6.20518 -1.97958
71 C -1.55353 -7.58026 -2.00727
72 H 1.64293 -8.89802 -2.64533
73 H 0.74721 -7.91953 -3.80445
74 H -0.01643 -9.17104 -3.17563
75 H -0.46252 -7.69826 0.44654
76 H 0.02933 -9.19356 -0.39718
77 H 2.40562 -8.15350 -0.18835
78 H 1.64235 -8.17156 1.41010
79 H 2.68986 -5.96797 0.73943
80 H 0.90392 -5.70874 0.84170
81 H 0.67769 -3.71805 -0.99455
82 H 2.21566 -3.84357 -0.40953
83 H 2.02008 -3.87044 -2.24876
84 H 2.93340 -5.56901 -2.86234
85 H 3.80979 -6.18274 -1.42672
86 H 2.76943 -7.25673 -2.15870
87 H -1.68921 -6.95578 -2.90728
88 H -2.10722 -7.26631 -1.12219
89 H -1.86025 -8.58630 -2.20589
90 H -0.33010 -5.02789 -3.15124
91 C -1.96595 -3.85200 -6.41779
92 C -0.60577 -3.52716 -5.85640
93 C 0.39509 -4.68991 -6.13396
94 C 1.84154 -4.28788 -6.07312
95 C 2.00078 -3.23706 -7.15712
96 C 1.22360 -1.99014 -6.80746
97 N -0.12683 -2.43652 -6.69189
98 O -0.87334 -1.25045 -6.33236
99 C 1.72421 -1.29643 -5.53142
100 C 1.37477 -0.99221 -7.93552
101 C -0.69347 -3.10457 -4.36972
102 H -2.65397 -3.00115 -6.33549
103 H -2.51230 -4.64746 -5.84066
104 H -1.86872 -4.11576 -7.49595
105 H 0.12882 -5.54747 -5.42471
106 H 0.17575 -5.05380 -7.18439
107 H 2.52299 -5.13252 -6.19894
108 H 2.03964 -3.98554 -5.06627
109 H 1.58007 -3.62185 -8.07769
110 H 3.11885 -3.15225 -7.17009
111 H 1.13044 -0.33510 -5.46412
112 H 1.55345 -1.92186 -4.60179
113 H 2.83355 -1.12115 -5.63559
114 H 2.40533 -0.66947 -7.96341
115 H 1.03589 -1.47160 -8.87760
116 H 0.88180 -0.00111 -7.79742
117 H -1.57093 -3.63013 -3.90919
118 H -0.73383 -1.92896 -4.17587
119 H 0.22162 -3.30355 -3.73057
120 H -1.43413 -1.08999 -7.11694
121 C 3.31716 0.30831 4.68514
122 C 2.98608 -0.28716 3.32660
123 C 4.15197 -0.10705 2.42844
124 C 4.14726 -1.01932 1.21839
125 C 3.81474 -2.46864 1.62040
126 C 2.60938 -2.66498 2.46439
127 N 2.83933 -1.75074 3.58438
128 O 1.70144 -1.88565 4.42314
129 C 1.25629 -2.45456 1.77188
130 C 2.67597 -4.10176 3.10198
131 C 1.74606 0.46775 2.86765
132 H 4.00018 -0.32718 5.26793
133 H 2.42647 0.66786 5.22671
134 H 3.86595 1.23185 4.52686
135 H 4.26693 0.93539 2.09417
136 H 5.02913 -0.31691 3.01731
137 H 5.12203 -1.07732 0.70387
138 H 3.44636 -0.70738 0.43340
139 H 4.68356 -2.85825 2.16581
140 H 3.65869 -3.04688 0.67946
141 H 1.28719 -1.60755 1.02074
142 H 0.89302 -3.29215 1.19286
143 H 0.62980 -2.22621 2.64513
144 H 1.72824 -4.36793 3.46790
145 H 3.04134 -4.76950 2.33646
146 H 3.45542 -4.04814 3.92375
147 H 1.71088 0.53214 1.78294
148 H 1.77837 1.52732 3.29062
149 H 0.85199 -0.01840 3.27738
150 H 2.04734 -2.06412 5.34759
151 C -3.17042 -2.00087 2.00452
152 C -2.92524 -3.45207 2.27082
153 C -2.07913 -3.58940 3.55095
154 C -2.04815 -4.97102 4.14874
155 C -3.42686 -5.58018 4.35497
156 C -4.31707 -5.36898 3.11338
157 N -4.24638 -4.06961 2.61587
158 O -5.11068 -3.94625 1.50212
159 C -3.88854 -6.47112 2.13235
160 C -5.77881 -5.59260 3.57404
161 C -2.13281 -4.20421 1.13621
162 H -3.72900 -1.48793 2.78529
163 H -3.79799 -1.81086 1.09833
164 H -2.18269 -1.48858 1.93396
165 H -1.06641 -3.32831 3.40653
166 H -2.40869 -2.87943 4.30353
167 H -1.44661 -4.94608 5.08785
168 H -1.48715 -5.73305 3.56132
169 H -3.94155 -5.19918 5.25281
170 H -3.23837 -6.68636 4.50182
171 H -4.46201 -6.32917 1.20232
172 H -2.88788 -6.53442 1.82278
173 H -4.08828 -7.47845 2.60350
174 H -6.46210 -5.90237 2.74796
175 H -5.85952 -6.29077 4.45667
176 H -6.13126 -4.61262 3.84347
177 H -2.77321 -4.45675 0.32113
178 H -1.73125 -5.18231 1.42274
179 H -1.32557 -3.55107 0.82840
180 H -4.82632 -4.40820 0.72894
181 C -4.44505 -1.23507 -4.46801
182 C -5.01809 -1.43151 -3.02522
183 C -4.64246 -2.84890 -2.46956
184 O -4.82342 -3.94696 -3.33431
185 C -6.15300 -4.24994 -3.61588
186 N -4.49580 -0.40171 -2.11298
187 H -3.39139 -1.36525 -4.54538
188 H -4.60901 -0.23401 -4.90130
189 H -4.89618 -1.92545 -5.13721
190 H -6.10287 -1.31581 -3.17756
191 H -5.30822 -3.09946 -1.59755
192 H -3.64877 -2.87984 -2.11753
193 H -6.57555 -3.57612 -4.34114
194 H -6.78018 -4.34982 -2.68808
195 H -6.11645 -5.20143 -4.16189
196 H -5.07179 -0.22640 -1.28162
197 H -4.37228 0.48829 -2.54642
198 C -1.87541 0.36447 4.61668
199 C -1.75012 0.20830 6.13713
200 C -0.28628 -0.18715 6.50578
201 O 0.12463 -0.32586 7.80777
202 C -0.23919 -1.45302 8.60530
203 N -2.11429 1.39251 6.80102
204 H -1.13421 1.06716 4.20177
205 H -2.88849 0.67399 4.32699
206 H -1.70555 -0.55468 4.08711
207 H -2.45909 -0.57913 6.53098
208 H 0.26517 0.66593 6.12753
209 H -0.09677 -1.08723 5.93422
210 H -0.83648 -1.18183 9.46139
211 H 0.62664 -1.96917 8.88264
212 H -0.85681 -2.15528 8.05270
213 H -2.11973 2.16273 6.14020
214 H -1.41218 1.65720 7.45046
215 C -2.63856 7.19017 1.67928
216 C -2.85842 6.05883 0.70566
217 C -2.63448 4.62137 1.35993
218 O -3.57387 4.56434 2.38296
219 C -3.36309 3.52110 3.30573
220 N -4.24670 6.06188 0.07943
221 H -1.59113 7.21114 1.92634
222 H -3.27818 7.07411 2.55437
223 H -2.75955 8.12182 1.14608
224 H -2.10727 6.11185 -0.10348
225 H -1.65778 4.57409 1.76342
226 H -2.72926 3.77381 0.64135
227 H -3.65359 2.56112 2.98516
228 H -4.06202 3.77042 4.06666
229 H -2.35576 3.48663 3.71643
230 H -4.33134 6.92022 -0.48936
231 H -4.86226 6.17356 0.87000
232 C 3.13808 3.03682 0.28388
233 C 3.78568 3.02731 -1.08185
234 C 3.12899 4.03851 -2.04598
235 O 1.90260 3.57793 -2.52286
236 C 1.93232 2.60502 -3.54114
237 N 5.18684 3.37263 -1.00414
238 H 3.06159 4.02554 0.76628
239 H 3.76253 2.45385 0.86564
240 H 2.12730 2.53402 0.31847
241 H 3.78260 2.04553 -1.33157
242 H 3.78328 4.19037 -2.90851
243 H 3.04276 5.02657 -1.47677
244 H 1.05571 2.08381 -3.39202
245 H 2.78176 1.89967 -3.42074
246 H 2.02470 3.02828 -4.50693
247 H 5.47708 3.20186 -1.96588
248 H 5.68589 2.69839 -0.45068
249 C -7.71619 4.20932 -0.46572
250 C -6.63483 3.21529 0.06756
251 C -7.34721 1.73868 0.14471
252 O -6.47396 0.67988 0.33554
253 C -5.97076 0.28196 1.58212
254 N -5.44984 3.24935 -0.73542
255 H -7.37665 5.19408 -0.39054
256 H -8.62588 4.10197 0.14996
257 H -8.07411 3.92962 -1.45155
258 H -6.42270 3.47623 1.12174
259 H -7.87268 1.60992 -0.86807
260 H -8.15343 1.69582 0.93108
261 H -6.75827 -0.03216 2.32431
262 H -5.40327 1.11745 1.96817
263 H -5.35476 -0.60330 1.37575
264 H -5.05684 4.19137 -0.67728
265 H -4.66364 2.73424 -0.27436
266 C -0.43133 1.94988 -0.09895
267 C -1.55711 1.16779 -0.71721
268 C -1.03069 -0.19342 -1.21275
269 O 0.05073 0.08278 -2.03353
270 C 1.23006 -0.65833 -1.74626
271 N -2.63427 1.03803 0.27867
272 H 0.33469 2.32020 -0.74189
273 H -0.02140 1.24055 0.59364
274 H -0.85169 2.83599 0.40559
275 H -1.97654 1.74472 -1.58256
276 H -1.89193 -0.68613 -1.69990
277 H -0.76423 -0.81747 -0.38236
278 H 1.83701 -0.18919 -0.95202
279 H 1.84911 -0.60304 -2.67817
280 H 0.90577 -1.72906 -1.58168
281 H -3.35940 0.40399 -0.10606
282 H -2.37089 0.53008 1.06597
283 C 4.58273 9.07561 1.26286
284 C 3.99085 7.81767 2.00599
285 C 2.75968 7.44401 1.13846
286 O 2.11733 6.40363 1.78403
287 C 0.98000 5.85939 1.07056
288 N 5.01037 6.76664 2.13904
289 H 4.60010 8.83854 0.17227
290 H 5.58943 9.37760 1.58544
291 H 3.90499 9.92394 1.38353
292 H 3.66201 8.12204 3.00414
293 H 3.01775 7.07862 0.13811
294 H 2.09084 8.32793 1.00227
295 H 0.38381 5.20998 1.69411
296 H 1.23776 5.31457 0.20547
297 H 0.31257 6.68383 0.82748
298 H 5.41531 6.54248 1.23169
299 H 4.72515 5.86066 2.53222
300 C -2.23217 4.69525 -2.45412
301 C -2.70414 4.55908 -3.88920
302 C -2.76519 3.01987 -4.20878
303 O -1.56784 2.39227 -4.10251
304 C -1.62774 1.04991 -4.41158
305 N -4.08140 5.04584 -4.04998
306 H -2.65933 3.98127 -1.75040
307 H -2.50492 5.68416 -2.09379
308 H -1.11575 4.52880 -2.40354
309 H -2.08772 5.11519 -4.56309
310 H -3.20745 2.85413 -5.22546
311 H -3.49303 2.66100 -3.48781
312 H -0.64947 0.59276 -4.72289
313 H -2.25211 0.73016 -5.26986
314 H -1.93230 0.44073 -3.59750
315 H -4.72530 4.42445 -3.47543
316 H -4.32665 4.94125 -5.00324

2.
# C14H11IKO5S

A structure of composition C14H11IKO5S at a distorted geometry (ωB97M-V with the def2-TZVPD basis set, the Open Molecules 2025 dataset).

Its relative energy (zero: lowest compared OMol25 entry of this formula, charge and spin) is 11.3 kcal/mol. The net charge is -1. As for the spin multiplicity: 1. The LUMO energy comes out at 0.0792 hartree. The energy is -60199.7402 eV. For the highest occupied orbital energy, the calculation gives -5.963 eV. The orbital gap is 8.117 eV.

Atoms and positions in Å:
1 K -0.43743 -0.15836 -0.02663
2 C 5.54420 -3.71402 4.04586
3 C 4.36094 -2.85570 3.69836
4 C 3.20997 -3.41548 3.17091
5 C 2.09461 -2.63851 2.85949
6 C 2.11501 -1.27158 3.07682
7 C 3.27568 -0.68862 3.59129
8 C 4.37072 -1.47153 3.89511
9 S 0.67007 -0.29488 2.76459
10 O 0.38679 0.27381 4.06465
11 O -0.33055 -1.24812 2.27439
12 O 1.04180 0.70007 1.75531
13 H 5.28903 -4.77039 3.94970
14 H 5.86448 -3.54648 5.07760
15 H 6.41616 -3.53282 3.41344
16 H 3.16734 -4.48604 2.99837
17 H 1.20378 -3.10029 2.45841
18 H 3.33294 0.37683 3.77460
19 H 5.25817 -0.99733 4.30326
20 I -2.07595 -7.24772 -4.67876
21 C -1.81251 -5.36244 -3.90988
22 C -1.97435 -5.14810 -2.54396
23 C -1.80466 -3.87126 -2.02936
24 C -1.45039 -2.80219 -2.83921
25 C -1.28459 -3.03780 -4.20069
26 C -1.47443 -4.29978 -4.74129
27 C -1.23307 -1.40509 -2.28824
28 O -0.09679 -0.90666 -2.47314
29 O -2.20740 -0.90838 -1.67443
30 H -2.23856 -5.96725 -1.88856
31 H -1.96579 -3.70990 -0.96936
32 H -0.98952 -2.21088 -4.83562
33 H -1.35279 -4.46613 -5.80410

3.
# C8H13OP

An isolated molecule of C8H13OP at a distorted geometry (ωB97M-V with the def2-TZVPD basis set, the Open Molecules 2025 dataset).

Its relative energy (zero: lowest compared OMol25 entry of this formula, charge and spin) is 54.1 kcal/mol. The net charge is 0. As for the SMILES: CC1=C(C)C([C@@H](C)O)=[PH]=C1. As for the spin multiplicity: 1. The LUMO energy (spin up / spin down) comes out at -0.0044 / -0.0077 hartree. The energy is -19839.4259 eV. For the highest occupied orbital energy (spin up / spin down), the calculation gives -7.494 / -7.543 eV. The orbital gap (spin up / spin down) is 7.375 / 7.333 eV.

Atoms and positions in Å:
1 C -3.06653 0.42739 0.12416
2 C -1.75379 -0.30307 0.13841
3 C -0.55057 0.37612 0.16232
4 C -0.31054 1.82872 0.22735
5 C 0.80345 -0.88107 0.40607
6 C 2.23316 -0.54266 0.18197
7 C 2.51073 -0.07330 -1.25676
8 O 2.70721 0.39086 1.13104
9 P -0.07381 -2.28838 -0.09065
10 C -1.69797 -1.68704 0.16406
11 H -3.89095 -0.27912 0.15691
12 H -3.16068 1.02601 -0.78245
13 H -3.14287 1.09595 0.98034
14 H 0.64377 2.11260 -0.21278
15 H -0.32684 2.18223 1.26239
16 H -1.10269 2.34879 -0.31371
17 H 2.82646 -1.44814 0.36861
18 H 3.54633 0.25023 -1.33864
19 H 1.85857 0.75265 -1.52752
20 H 2.33537 -0.89427 -1.94684
21 H 2.10993 1.14776 1.13023
22 H 0.07257 -3.22563 0.92337
23 H -2.57033 -2.31664 0.11213

4.
# C3H11N5

A cluster of 2 separate species, C3H11N5 in total at a distorted geometry (ωB97M-V with the def2-TZVPD basis set, the Open Molecules 2025 dataset).

Its relative energy (zero: lowest compared OMol25 entry of this formula, charge and spin) is 11.7 kcal/mol. The net charge is +2. As for the spin multiplicity: 1. The LUMO energy (spin up / spin down) comes out at -0.2794 / -0.2795 hartree. The energy is -10720.5438 eV. For the highest occupied orbital energy (spin up / spin down), the calculation gives -15.591 / -15.591 eV. The orbital gap (spin up / spin down) is 7.987 / 7.986 eV.

Atoms and positions in Å:
1 C -1.52186 0.23145 -0.48054
2 C -0.58672 1.17886 -0.29637
3 C -2.26622 0.00906 0.67667
4 N -1.61407 -0.46650 -1.67345
5 N 0.21800 2.01267 -0.01703
6 N -3.30281 -0.88275 0.74721
7 N 2.36580 0.01507 0.66581
8 N 3.39865 -0.69525 0.06792
9 H -1.93856 0.58417 1.53232
10 H -0.87487 -0.16019 -2.41858
11 H -2.38000 -1.08858 -1.86085
12 H 0.16280 2.97778 -0.10860
13 H 3.53429 -1.54750 0.71699
14 H -3.82749 -0.70485 1.56695
15 H -3.69871 -1.53626 -0.01101
16 H 2.64174 0.14809 1.67313
17 H 2.18375 0.97564 0.22799
18 H 3.20269 -0.90657 -0.91906
19 H 4.30359 -0.14432 -0.08949